102
Properties=species:S:1:pos:R:3:forces:R:3:mulliken_charge:R:1 method="wB97M-V/def2-TZVPD" de_lowest_kj_mol=452.5 spin_multiplicity=1 lumo_ha=-0.0178 largest_force_ev_per_a=5.6
Cd -17.18528 11.28188 -5.28635 -1.04 1.26 -0.13 1.5905
C -19.50498 13.38552 0.65968 0.40 0.07 -1.63 -1.1888
C -20.92245 13.67096 0.05382 0.53 1.12 0.44 0.8555
C -20.87909 15.07187 -0.62372 -0.59 0.09 1.22 -1.3421
C -21.48624 12.59523 -0.87266 0.71 -0.15 -1.34 0.5470
C -21.17346 11.23559 -0.62150 -1.58 2.14 -1.69 -0.8039
C -21.63444 10.26550 -1.45813 -1.46 -0.75 -1.32 -0.8794
C -22.42737 10.57443 -2.60928 0.45 -0.41 1.14 1.0122
C -22.92012 9.41077 -3.45270 0.25 0.45 0.12 -1.5021
C -22.66505 11.91783 -2.91599 -0.58 -1.51 -0.98 -0.9871
C -22.15558 12.90537 -2.10466 0.48 0.63 1.53 -0.0512
H -19.20480 14.16200 1.37186 -0.37 -0.23 0.08 0.4350
H -18.68415 13.40430 -0.12242 -1.05 -0.09 0.51 0.0877
H -19.48886 12.40225 1.10869 0.18 -0.10 0.44 0.4155
H -21.56170 13.75337 0.96191 -0.01 -0.12 -0.60 0.1909
H -20.19577 15.06984 -1.46137 0.23 0.06 -0.25 0.2384
H -20.57860 15.85445 0.13135 -0.19 -0.79 -0.77 0.4087
H -21.88234 15.34356 -0.98672 0.34 0.06 0.13 0.3473
H -20.57853 10.98761 0.17630 1.14 -0.60 1.92 0.5060
H -21.51041 9.21130 -1.17988 0.22 0.33 -0.31 0.3590
H -23.15339 9.75032 -4.46126 -0.18 -0.07 -0.04 0.3317
H -23.76513 8.84293 -3.04045 0.07 0.40 0.01 0.3633
H -22.09120 8.71821 -3.51421 0.17 -0.38 -0.22 0.3102
H -23.28365 12.11370 -3.83806 0.88 0.15 1.07 0.2159
H -22.28130 13.93729 -2.44540 0.07 -0.36 0.43 0.1765
O -18.89369 15.03231 -3.46278 -0.62 -0.89 0.33 -0.7252
C -18.19005 14.13095 -3.91205 0.96 0.27 -0.11 0.3248
O -18.41505 12.84546 -4.03178 -0.36 1.66 1.44 -0.8143
C -16.83011 14.63305 -4.56773 -1.10 -1.96 2.71 -0.8358
P -16.67831 13.51175 -5.91712 4.56 -0.38 -2.61 -0.1861
C -17.50097 14.40700 -7.20892 1.30 -0.94 -0.54 0.5638
C -16.71980 14.82887 -8.32023 -0.59 -1.15 1.06 -0.6242
C -17.30972 15.67543 -9.18834 0.03 1.20 -2.50 -0.3090
C -18.63630 16.04456 -9.04185 -0.84 1.08 -0.69 -0.3836
C -19.31073 15.71687 -7.89396 -1.53 0.63 -0.05 -0.5739
C -18.77510 14.83020 -6.99014 -0.66 0.15 -0.17 -0.3742
C -12.52683 10.96264 -4.32640 0.09 -0.88 -1.08 0.3806
C -11.53344 11.84873 -3.92997 0.06 0.95 -1.09 -0.4898
C -10.93530 12.65691 -4.91446 0.38 -1.19 -1.08 -0.4517
C -11.30834 12.51637 -6.28843 0.10 1.06 1.91 -0.4009
C -12.21322 11.53951 -6.68442 0.49 -0.29 0.24 -0.4037
C -12.63451 10.60827 -5.74455 -1.58 0.87 2.23 -0.3451
H -15.98047 14.61806 -3.86240 -0.26 -0.93 -0.02 0.3759
H -16.81254 15.66488 -4.75622 -0.69 1.35 -1.06 0.4744
H -15.76997 14.35260 -8.55734 0.05 0.46 0.57 0.3352
H -16.76997 16.11063 -10.05554 -0.27 -0.69 0.49 0.2984
H -19.19883 16.56834 -9.85590 0.88 -0.08 0.92 0.3255
H -20.27471 16.19029 -7.67846 0.07 -0.49 -0.33 0.3434
H -19.38356 14.40396 -6.19778 0.24 0.38 0.19 0.4207
H -11.22217 11.97561 -2.90049 -0.40 0.02 0.08 0.4301
H -10.07945 13.27518 -4.61883 -0.61 0.06 -0.27 0.3550
H -10.95001 13.27122 -6.97798 0.04 -0.21 -0.12 0.3641
H -12.60847 11.53618 -7.70259 0.47 -0.41 0.22 0.3804
H -13.20280 9.71747 -6.03289 -0.15 0.57 0.13 0.4735
N -19.04107 10.11001 -5.40251 -2.38 -2.54 -1.99 -0.8205
C -19.66882 9.42551 -6.14661 1.56 0.73 0.48 0.5512
N -20.16274 8.79263 -7.22032 -0.24 0.83 1.15 0.3004
C -20.91515 7.51879 -7.28797 0.19 -0.17 -0.38 -0.6800
C -20.39961 6.76782 -8.55251 -0.51 0.55 1.17 -0.6805
C -20.67343 7.55437 -9.82892 0.30 -0.08 -0.43 -0.5124
C -21.02863 8.99888 -9.52515 0.70 1.19 -1.13 -0.8247
C -20.09693 9.60077 -8.45484 0.66 -1.99 -1.58 -0.9153
H -22.00519 7.66046 -7.41619 0.47 0.36 0.26 0.2877
H -20.77411 6.97196 -6.34851 0.16 0.05 -0.34 0.4734
H -20.98081 5.88176 -8.64442 -0.08 -1.15 0.30 0.3641
H -19.34579 6.54714 -8.39955 0.03 -0.15 -0.15 0.3294
H -21.49187 7.12275 -10.41296 0.02 -0.11 0.24 0.3128
H -19.78762 7.43185 -10.48228 -0.35 0.56 0.24 0.2733
H -22.06843 9.14468 -9.25110 -0.19 -0.27 0.23 0.3493
H -20.92941 9.56948 -10.48994 0.08 -0.19 1.03 0.3489
H -20.31301 10.59574 -8.24618 -0.52 1.79 0.41 0.6356
H -19.07131 9.55495 -8.87091 -0.26 0.05 0.35 0.3102
C -14.34329 4.09693 -6.52971 0.54 0.38 2.01 -1.3632
C -15.00709 4.55812 -5.23861 0.70 1.18 1.26 0.8056
C -14.22781 5.11083 -4.17857 0.41 -0.64 -0.62 -0.7597
C -14.83223 5.69022 -3.04437 0.36 -0.24 -0.52 -0.6187
C -16.22424 5.74251 -3.01118 1.11 -0.03 0.38 0.4902
C -17.02853 5.22593 -4.04340 0.67 0.44 1.11 -0.6961
C -16.38803 4.62846 -5.11063 -0.46 -0.04 -1.53 -0.4686
S -16.85691 6.33510 -1.44713 -0.73 -1.44 -0.17 1.1165
O -18.22951 5.86691 -1.58153 0.87 0.69 1.22 -0.7299
O -15.91820 5.94847 -0.37670 -1.78 0.86 -1.83 -0.6506
N -16.90915 7.95476 -1.44752 -0.07 1.08 0.44 -0.1367
C -15.78343 8.80702 -1.04679 1.48 -1.53 -0.20 -0.2379
C -16.05502 10.29180 -1.30183 -0.36 0.55 -0.14 -0.8765
C -15.78513 10.51989 -2.78456 0.20 0.17 0.39 0.7315
O -14.66959 11.28451 -3.19478 0.48 -2.46 0.37 -0.1231
O -16.50135 10.01720 -3.63047 0.81 0.17 0.97 -1.1581
H -13.28088 4.28983 -6.39384 0.13 0.05 -0.33 0.3765
H -14.70869 4.69229 -7.33679 -0.28 0.04 -0.78 0.3468
H -14.43136 3.03677 -6.65798 -0.39 -0.54 -0.44 0.3410
H -13.12478 4.99298 -4.32068 -0.98 0.45 0.55 0.2208
H -14.30680 6.09632 -2.14500 -0.09 -0.61 -1.16 0.4525
H -18.09539 5.31997 -3.92081 -0.13 -0.20 -0.25 0.5666
H -16.92969 4.29138 -6.01308 -0.16 0.06 0.81 0.3257
H -17.59280 8.45123 -2.00776 -0.20 -0.73 -0.07 0.2349
H -14.88356 8.45386 -1.62389 -0.70 0.69 0.45 0.1847
H -15.48096 8.60278 -0.01218 -0.51 0.28 -0.08 0.4761
H -15.45585 10.94543 -0.64226 -0.05 -0.46 -0.58 0.3905
H -17.12716 10.55904 -1.10105 0.80 -0.32 -0.30 0.3152
O -13.11488 9.64494 -2.31935 -2.04 3.76 -3.54 -0.5307
C -13.43340 10.49459 -3.19492 1.55 -2.51 2.13 0.3065

***

23
Properties=species:S:1:pos:R:3:forces:R:3:mulliken_charge:R:1 method="wB97M-V/def2-TZVPD" spin_multiplicity=3 s2=2.007 lumo_ha="0.0289 / -0.1615" largest_force_ev_per_a=7.0
C 1.96021 2.69012 0.32167 -0.85 -1.03 0.20 -1.1664
C -1.04358 -1.73714 -1.89264 -0.77 0.15 1.78 -1.1935
C -2.29426 -0.58430 0.70759 2.97 -0.39 0.18 -1.1859
C 0.55793 -1.93941 0.99823 -0.43 0.08 -1.27 -1.1208
C 0.88690 1.58866 0.68529 -0.15 -0.33 -1.11 -0.4158
C 0.34864 0.78170 -0.57099 -4.48 0.91 5.34 -0.0411
Si -0.61038 -0.85111 -0.24818 0.02 -0.23 0.79 0.7189
Cl 1.77610 0.39107 -1.74146 4.26 -0.79 -3.98 0.0115
Cl -0.71515 1.83740 -1.57941 0.54 -0.10 -0.35 -0.1195
H 2.92815 2.22474 0.38765 0.56 -0.13 -0.34 0.3374
H 1.96257 3.43052 1.11996 -0.19 0.36 -0.35 0.3749
H 1.81398 3.09798 -0.70449 0.02 -0.03 0.96 0.2835
H -1.09438 -2.80069 -1.81141 0.26 -0.98 0.59 0.3832
H -2.06741 -1.51505 -2.15970 -0.20 0.63 -0.28 0.3117
H -0.38819 -1.57773 -2.68739 1.05 0.68 -1.38 0.3638
H -2.24072 -1.49744 1.31108 -1.11 0.16 -0.04 0.2870
H -2.24831 0.27239 1.34741 0.58 0.44 0.87 0.3116
H -3.14267 -0.33298 0.15104 -1.41 -0.66 -1.19 0.4054
H 1.30460 -1.29321 1.48316 -0.20 -0.20 -0.18 0.3137
H -0.14785 -2.26661 1.79305 0.65 -0.24 -0.49 0.3118
H 1.12708 -2.80710 0.49601 -1.14 1.25 0.84 0.2868
H 0.03788 2.05631 1.20088 0.07 -0.11 -0.20 0.3328
H 1.28886 0.83187 1.39268 -0.02 0.57 -0.40 0.2088

***

9
Properties=species:S:1:pos:R:3:forces:R:3:mulliken_charge:R:1 method="wB97M-V/def2-TZVPD" de_lowest_kj_mol=463.8 spin_multiplicity=3 s2=2.010 lumo_ha="0.0315 / -0.1028" largest_force_ev_per_a=8.9
C -1.24124 -0.30555 0.11132 1.84 -0.65 1.29 -0.5248
N 2.01022 0.81837 0.01806 4.85 0.22 -0.52 -0.9373
N 1.20007 -0.04118 -0.13742 2.89 -1.46 1.43 1.1708
O 1.13847 -1.19406 -0.38744 2.02 -2.54 -1.15 -0.6373
O -0.29841 0.72744 -0.10522 -8.60 2.37 0.46 -0.2440
H -0.82440 -1.35038 0.23247 -0.01 1.45 -0.21 0.2863
H -1.79455 -0.29446 -0.76215 -1.28 0.00 -2.32 0.2951
H -1.96723 -0.15365 0.87762 -0.37 0.83 0.88 0.2942
H 1.77707 1.79349 0.15276 -1.33 -0.24 0.13 0.2971

***

no.,total energy (Eh)
1,-3189.15358
2,-1446.67751
3,-300.16889